1.
ORCA calculation (ωB97M-V/def2-TZVPD) on a cluster of 7 separate species, C37H81FN3O9 in total in a non-equilibrium geometry.

## Properties
* HOMO-LUMO gap: 6.011 eV
* total charge: +1

Atoms and positions in Å:
C -3.03945 2.88372 0.86727
C -2.06043 2.15711 -0.01802
O -1.04916 1.73586 0.43263
N -2.32263 2.01563 -1.42506
C -1.88966 3.27430 -2.07015
C -3.72499 1.74144 -1.72979
C -4.25067 0.51394 -0.96758
C -4.97763 -0.50681 -1.84014
C -6.41957 -0.14708 -2.31336
C -6.94906 1.13822 -1.77099
C -6.91416 2.31294 -2.52686
C -7.38502 3.46259 -1.94529
F -7.38979 4.58653 -2.60093
C -7.88338 3.43095 -0.62750
C -8.36270 4.66876 0.08844
O -7.36135 5.18919 0.92261
O -6.39169 5.74803 0.02382
N -7.91786 2.30733 0.04045
N -7.45258 1.19285 -0.53683
C -7.57034 -0.00792 0.29743
H -3.74317 3.51695 0.33342
H -2.46672 3.45740 1.59065
H -3.60460 2.14299 1.43361
H -2.26503 4.15446 -1.53317
H -2.27988 3.31165 -3.08226
H -0.80633 3.33479 -2.07832
H -4.35220 2.62050 -1.51572
H -3.77786 1.55732 -2.80341
H -3.39733 -0.00062 -0.52398
H -4.85885 0.84855 -0.12614
H -4.36747 -0.67690 -2.72423
H -5.01382 -1.45782 -1.31262
H -6.41375 -0.04370 -3.39636
H -7.11449 -0.95779 -2.10244
H -6.52034 2.30869 -3.53153
H -8.67513 5.42328 -0.63376
H -9.20182 4.42824 0.73364
H -5.57493 5.63195 0.52920
H -6.61059 -0.50638 0.38088
H -8.30968 -0.67808 -0.13204
H -7.90405 0.30898 1.27740
C 0.79624 -0.52694 -1.24737
C 0.69637 -1.10464 0.15308
O 1.38634 -2.32846 0.32908
C 2.78525 -2.28868 0.11162
C 3.52867 -1.34045 1.03542
H 0.46766 -1.25825 -1.98874
H 0.16902 0.36028 -1.32185
H 1.81826 -0.23722 -1.49773
H -0.34721 -1.33638 0.37602
H 1.01811 -0.36957 0.89853
H 3.00198 -2.05835 -0.93795
H 3.13324 -3.30710 0.28828
H 3.24076 -0.30067 0.87062
H 4.60369 -1.41746 0.87177
H 3.31517 -1.58434 2.07718
C 3.01068 6.58078 1.18568
C 1.99258 6.14613 2.22571
O 0.84084 5.52339 1.68103
C 1.07106 4.33496 0.94712
C 1.70385 3.20912 1.74601
H 2.54519 7.23094 0.44342
H 3.82212 7.12677 1.66681
H 3.45088 5.73110 0.66193
H 1.61450 7.02008 2.75582
H 2.46145 5.49854 2.97468
H 1.66298 4.54523 0.04784
H 0.08374 4.02032 0.60757
H 2.71703 3.44847 2.07173
H 1.75420 2.30944 1.13161
H 1.11005 2.98935 2.63413
C 5.82960 -3.06071 7.31843
C 5.19021 -2.23090 6.21823
O 5.56896 -2.61501 4.90923
C 5.24415 -3.94121 4.53450
C 3.75564 -4.24378 4.55476
H 6.91566 -3.05151 7.22080
H 5.56333 -2.65258 8.29379
H 5.49782 -4.09950 7.29399
H 5.51194 -1.19332 6.30930
H 4.09864 -2.23510 6.32098
H 5.79160 -4.66234 5.15162
H 5.62054 -4.05028 3.51668
H 3.34044 -4.18997 5.56207
H 3.56814 -5.24750 4.17223
H 3.21609 -3.52587 3.93407
C -0.25912 7.68126 -5.71536
C -0.55548 7.17380 -4.31503
O -0.08769 5.85937 -4.06429
C 1.31403 5.66882 -4.17761
C 2.13264 6.51104 -3.21462
H -0.65156 6.99173 -6.46377
H -0.72212 8.65713 -5.86250
H 0.81090 7.79509 -5.89112
H -1.63512 7.12104 -4.16702
H -0.16614 7.87032 -3.56427
H 1.64166 5.83437 -5.20927
H 1.47174 4.61140 -3.96318
H 2.04178 7.57776 -3.42249
H 3.18735 6.24860 -3.29721
H 1.80993 6.33977 -2.18620
C 5.47949 -5.27209 -0.29383
C 4.53944 -5.49752 -1.46715
O 5.09717 -6.27488 -2.50853
C 5.49963 -7.58689 -2.15797
C 4.37629 -8.46043 -1.62642
H 6.41815 -4.83386 -0.63487
H 5.02104 -4.59764 0.43066
H 5.71329 -6.20179 0.22656
H 4.29844 -4.53858 -1.92797
H 3.59114 -5.93084 -1.12473
H 6.33013 -7.55754 -1.44370
H 5.89251 -8.01456 -3.08010
H 3.98848 -8.09303 -0.67510
H 4.74020 -9.47510 -1.46329
H 3.54949 -8.49558 -2.33739
C 0.64275 -7.57192 -0.12594
C 0.13063 -7.45736 1.30044
O 0.64205 -6.34469 2.00870
C 0.34726 -5.07132 1.45869
C -1.13803 -4.76263 1.37767
H 1.73324 -7.58249 -0.13913
H 0.28064 -8.49527 -0.57929
H 0.30763 -6.74236 -0.75059
H 0.44955 -8.32765 1.87414
H -0.96595 -7.45417 1.31388
H 0.81641 -4.95560 0.47718
H 0.82946 -4.35116 2.11774
H -1.66002 -5.42937 0.68861
H -1.27703 -3.74004 1.02343
H -1.60360 -4.86404 2.35951

Forces on atoms 1 to 3 (eV/Å):
C -0.2265 -0.1009 0.1764
C -0.6709 0.1470 -0.4715
O 1.2348 -0.4438 0.5439

Löwdin population analysis, charges in e, atoms 1 to 4: 0.02 -0.51 0.13 -0.12

=====

2.
ORCA calculation (ωB97M-V/def2-TZVPD) on a cluster of 7 separate species, C37H82N2O19S6 in total in a non-equilibrium geometry.

## Properties
* HOMO-LUMO gap: 9.524 eV
* SMILES: [H]/N=C(\C)C[C@@H]1CNC(=O)[C@@]1(C=C)CCCCCCCCCC.CCOS(C)(=O)=O.CCOS(C)(=O)=O.CCOS(C)(=O)=O.CCOS(C)(=O)=O.CCOS(C)(=O)=O.CCOS(C)(=O)=O

Atoms and positions in Å:
C -6.03251 3.70749 -3.09105
C -4.99093 3.10895 -3.59895
C -4.80242 1.62875 -3.30542
C -4.14196 1.22927 -1.97080
C -4.28702 2.23677 -0.80473
C -5.45347 1.91100 0.17123
C -4.92522 1.22024 1.44552
C -4.67193 -0.28876 1.20939
C -3.24942 -0.78773 1.54189
C -2.10851 0.09043 1.01974
C -0.76421 -0.23660 1.74504
C 0.14089 -1.15360 0.90366
C -0.55742 -2.44596 0.45129
C -6.20662 0.99645 -3.55615
O -6.95316 0.57892 -2.75698
N -6.37424 1.03263 -4.97041
C -5.05762 1.21025 -5.60764
C -4.09038 0.84475 -4.44942
C -2.60473 1.08645 -4.63931
C -1.70583 -0.02839 -4.14269
C -2.19766 -1.46762 -4.10765
N -0.55829 0.25134 -3.73656
H -6.50919 4.55673 -3.55843
H -6.48552 3.31578 -2.18890
H -4.30507 3.71223 -4.18537
H -4.63426 0.31115 -1.64686
H -3.08447 0.98222 -2.07309
H -3.38871 2.13740 -0.20007
H -4.31780 3.27498 -1.11745
H -6.22914 1.30787 -0.29650
H -5.84896 2.87206 0.50807
H -5.73126 1.29829 2.17930
H -4.07761 1.75335 1.87008
H -5.35392 -0.84587 1.85290
H -4.95251 -0.54918 0.19136
H -3.16179 -0.99088 2.60794
H -3.14668 -1.76371 1.06440
H -2.28139 1.15313 1.17214
H -1.92653 -0.05296 -0.04878
H -0.23746 0.68253 1.99240
H -1.00647 -0.77405 2.66580
H 0.98405 -1.43314 1.54149
H 0.53657 -0.56157 0.07589
H -1.18077 -2.80220 1.26762
H -1.17170 -2.21030 -0.41588
H 0.20403 -3.18256 0.21073
H -6.66295 0.08711 -5.22016
H -4.88271 2.17496 -6.07786
H -4.85996 0.49252 -6.40804
H -4.40875 -0.18006 -4.25847
H -2.33211 1.94758 -4.02607
H -2.32870 1.33021 -5.66656
H -2.44743 -1.84005 -5.10286
H -3.10319 -1.50402 -3.50040
H -1.47997 -2.12980 -3.62943
H -0.07454 -0.59559 -3.44403
O -0.70720 2.17446 3.18240
S -0.53244 3.38405 2.43377
O -1.24037 3.58953 1.21132
O 1.02166 3.60820 2.18205
C 1.76925 2.52161 1.59704
C 1.54476 2.41841 0.10090
C -0.79179 4.77231 3.48446
H 1.52908 1.58249 2.09946
H 2.81832 2.73393 1.79457
H 0.52234 2.11330 -0.12562
H 2.22253 1.68251 -0.33253
H 1.70989 3.38305 -0.37994
H -0.21272 4.63756 4.39442
H -1.85449 4.81400 3.71400
H -0.48760 5.67241 2.95502
O 0.12304 -1.22235 9.14110
S 0.74594 -0.05122 8.60615
O 0.13391 1.23358 8.74156
O 1.09078 -0.30503 7.07359
C 0.03288 -0.75712 6.20434
C -0.89495 0.36829 5.79446
C 2.40675 0.04310 9.18665
H -0.51645 -1.57456 6.67491
H 0.52569 -1.16486 5.32283
H -1.47149 0.73261 6.64573
H -1.59424 0.02509 5.03171
H -0.32948 1.20972 5.40019
H 2.88732 -0.91950 9.03449
H 2.36874 0.28467 10.24675
H 2.92416 0.82819 8.64141
O 1.51095 -6.12231 -2.68949
S 1.76998 -4.91142 -3.41314
O 0.88244 -3.79281 -3.33458
O 2.01792 -5.27058 -4.94411
C 1.02226 -6.05752 -5.62363
C -0.18411 -5.22993 -6.02298
C 3.40296 -4.35867 -3.05227
H 0.73225 -6.91131 -5.00876
H 1.50953 -6.45095 -6.51411
H -0.74300 -4.90019 -5.14707
H -0.85371 -5.81681 -6.65236
H 0.12540 -4.33724 -6.56717
H 4.09448 -5.19225 -3.16238
H 3.40651 -3.99721 -2.02588
H 3.65545 -3.55072 -3.73408
O -0.16456 8.13501 -1.15289
S -1.49464 8.33267 -0.66549
O -1.91888 7.74702 0.56804
O -2.52744 7.93962 -1.81385
C -2.39828 6.63983 -2.42266
C -2.96700 5.54279 -1.54754
C -1.85586 10.05645 -0.63338
H -1.35497 6.44424 -2.67683
H -2.95336 6.68998 -3.35881
H -2.37124 5.41173 -0.64351
H -2.98480 4.59015 -2.07594
H -3.98227 5.78910 -1.23326
H -1.58104 10.49079 -1.59073
H -1.26613 10.49864 0.16674
H -2.91634 10.18835 -0.43443
O 5.56308 0.03285 4.58040
S 5.77417 1.22569 3.82105
O 5.08837 1.44084 2.58485
O 7.33858 1.41813 3.58671
C 8.07587 0.31905 3.01996
C 7.87471 0.20893 1.52118
C 5.53370 2.62889 4.85778
H 7.81264 -0.61154 3.52559
H 9.12387 0.51962 3.23646
H 6.85230 -0.08224 1.28123
H 8.54829 -0.53980 1.10339
H 8.06263 1.16727 1.03656
H 6.09813 2.48819 5.77560
H 4.46908 2.69610 5.07350
H 5.86566 3.51787 4.32736
O 5.79995 -6.87535 -2.25262
S 5.33579 -7.43372 -1.01502
O 6.07174 -7.24227 0.19505
O 5.08247 -8.99393 -1.22247
C 6.15237 -9.78463 -1.77013
C 7.21337 -10.10512 -0.73524
C 3.66032 -6.96625 -0.76298
H 6.58356 -9.28479 -2.63936
H 5.69223 -10.70652 -2.12234
H 7.75281 -9.20777 -0.43317
H 7.93475 -10.81539 -1.14060
H 6.76029 -10.52963 0.16081
H 3.10017 -7.16560 -1.66849
H 3.64354 -5.90308 -0.53610
H 3.25873 -7.52984 0.07549

Forces on atoms 1 to 3 (eV/Å):
C -1.3073 0.8443 0.6244
C 1.1974 -0.5703 -0.0364
C 1.0493 -0.7625 0.3333

Löwdin population analysis, charges in e, atoms 1 to 4: 0.04 -0.12 -0.31 -0.09

=====

3.
ORCA calculation (ωB97M-V/def2-TZVPD) on a cluster of 9 separate species, C37H86BrFN3O11S8 in total in a non-equilibrium geometry.

## Properties
* HOMO-LUMO gap: 8.241 eV
* total charge: +1

Atoms and positions in Å:
C -4.02858 2.10363 1.75799
C -3.18440 2.86292 1.32738
C -2.08033 3.83160 1.15664
C -0.81552 3.16817 0.57699
C 0.23013 2.68175 1.62540
C -0.02295 1.19321 2.00920
C 0.47716 0.26357 0.81732
C 0.61231 -1.08549 1.54478
C 1.92095 -1.78357 1.07155
N 2.02577 -3.16817 1.58511
C -0.50469 -2.02404 1.03669
C -0.58691 -2.14839 -0.47577
O 0.03676 -2.99380 -1.05560
O -1.43107 -1.31660 -1.17801
N 0.69897 -0.83273 3.02106
C 0.22679 -1.88276 3.97870
C -1.28596 -2.04972 4.17420
O -1.49716 -1.88649 5.56496
C -1.82081 -3.48009 3.78370
N -3.05090 -3.84913 4.47585
C 0.52170 0.64192 3.37470
C -0.34943 0.99382 4.61503
C -1.85921 1.23578 4.40116
C -2.12844 2.74040 4.43829
F -2.52757 0.73040 5.52895
C 1.86230 1.37031 3.70821
Br 3.23171 1.19847 2.31901
C 2.46930 0.82119 5.06196
C 3.99805 0.97378 5.20231
H -4.66410 1.37332 2.19336
H -1.91647 4.42998 2.05193
H -2.44321 4.53617 0.39829
H -0.29231 3.90876 -0.03452
H -1.13413 2.36040 -0.08675
H 1.18599 2.73423 1.09194
H 0.32567 3.36399 2.47505
H -1.10963 1.10740 1.87239
H -0.34253 0.39177 0.11636
H 1.41371 0.62148 0.39239
H 1.98827 -1.78372 -0.02076
H 2.81893 -1.26724 1.42481
H 3.01384 -3.39148 1.55414
H 1.52904 -3.79386 0.96011
H -1.46904 -1.61236 1.37713
H -0.46912 -3.03644 1.43974
H -0.85325 -0.64666 -1.57606
H 1.71971 -0.92939 3.14092
H 0.66965 -2.85284 3.74566
H 0.64132 -1.61176 4.95204
H -1.86588 -1.34234 3.56460
H -2.40684 -1.62525 5.73749
H -1.04628 -4.24192 3.91859
H -2.09140 -3.50999 2.72202
H -2.86855 -4.07409 5.44435
H -3.70412 -3.07963 4.38871
H -0.26763 0.24914 5.41327
H 0.02856 1.91218 5.06544
H -2.29341 0.75109 3.52755
H -3.16806 2.98135 4.23266
H -1.89139 3.05604 5.46190
H -1.41784 3.24947 3.78874
H 1.69757 2.43425 3.84660
H 2.01966 1.36961 5.88997
H 2.23776 -0.24933 5.09204
H 4.24105 0.86717 6.26611
H 4.34246 1.96379 4.90059
H 4.53137 0.17021 4.69757
C -1.52323 -1.31760 -4.40146
S -1.44060 0.47793 -4.51134
O -2.07391 1.03114 -3.27828
C -2.62997 0.61469 -5.85125
H -0.87649 -1.64722 -3.59294
H -2.54780 -1.62794 -4.19604
H -1.17663 -1.75038 -5.34032
H -3.58029 0.17673 -5.54562
H -2.24180 0.10269 -6.73149
H -2.76938 1.67023 -6.07659
C -4.55623 8.58649 -1.00984
S -4.36329 6.80294 -1.04214
O -3.41437 6.44028 0.05479
C -3.44218 6.74372 -2.58431
H -5.08178 8.85455 -0.09553
H -3.57525 9.06344 -1.02277
H -5.14559 8.89644 -1.87331
H -2.53332 7.34007 -2.49471
H -4.06931 7.12476 -3.39035
H -3.18080 5.70600 -2.78543
C 8.72224 0.92306 0.00306
S 7.06837 0.72582 0.67923
O 6.13254 0.57450 -0.47159
C 6.90453 2.41208 1.27985
H 9.01324 -0.01543 -0.46486
H 8.72158 1.71893 -0.74183
H 9.41700 1.15869 0.80924
H 7.02450 3.11394 0.45600
H 7.65561 2.60051 2.04663
H 5.91343 2.52840 1.71107
C 0.86933 -7.56690 -2.69632
S 0.27428 -6.70374 -4.15674
O 1.30035 -6.87931 -5.22344
C 0.49154 -5.05509 -3.47692
H 0.86634 -8.63535 -2.90359
H 1.88226 -7.23690 -2.47023
H 0.20685 -7.35983 -1.85533
H 1.53472 -4.90619 -3.19418
H -0.15470 -4.93097 -2.61016
H 0.21410 -4.33255 -4.24231
C -3.81044 -10.14997 -3.17110
S -2.47465 -9.08012 -3.72657
O -3.08320 -7.78169 -4.11355
C -2.12734 -9.98372 -5.24181
H -4.20780 -9.74361 -2.24302
H -4.59728 -10.17698 -3.92501
H -3.42198 -11.15293 -2.99232
H -3.02381 -10.02128 -5.86096
H -1.79448 -10.99227 -4.99474
H -1.33572 -9.45954 -5.77521
C 5.17583 -7.59560 -3.66872
S 4.49314 -7.92716 -2.04013
O 4.65053 -6.68688 -1.23031
C 5.77999 -9.07280 -1.52383
H 4.53918 -6.86235 -4.16143
H 6.18620 -7.19810 -3.56919
H 5.18564 -8.51662 -4.25144
H 6.75062 -8.57816 -1.56373
H 5.77177 -9.94473 -2.17794
H 5.56967 -9.38306 -0.50209
C -8.43529 10.21650 -4.17144
S -8.26001 8.42741 -4.22110
O -7.31941 8.04619 -3.13195
C -7.33824 8.37370 -5.76479
H -8.95651 10.48097 -3.25355
H -7.45027 10.68411 -4.18102
H -9.02002 10.54724 -5.02984
H -6.42515 8.96239 -5.66980
H -7.95860 8.76476 -6.57119
H -7.08466 7.33594 -5.97267
C 4.29821 6.96320 1.18685
S 5.11218 6.17684 2.58382
O 6.07204 5.18439 2.03301
C 3.66508 5.26329 3.14707
H 5.03715 7.56114 0.65741
H 3.89607 6.20169 0.51781
H 3.49914 7.61003 1.54984
H 3.30323 4.61319 2.34757
H 2.88579 5.96562 3.44506
H 3.95559 4.65891 4.00565

Forces on atoms 1 to 3 (eV/Å):
C 1.1881 0.6098 -0.6324
C -0.3927 -0.4960 1.7077
C -0.7588 -0.3399 -1.6027

Löwdin population analysis, charges in e, atoms 1 to 4: 0.10 -0.12 -0.19 -0.16

=====

| no. | calculated total energy (eV) | HOMO (hartree) |
| --- | --- | --- |
| 1 | -65285.0977 | -0.3900 |
| 2 | -146589.0461 | -0.3374 |
| 3 | -226183.8478 | -0.3636 |